Entry a
Here is C4H4N4 in the gas phase from the Open Molecules 2025 dataset. Energies are from wB97M-V/def2-TZVPD.

Properties
Structure (SMILES): [H]/N=c1/cnccnn1
Orbital gap (eV): 8.6

Structure (ORCA input):
```
! RIJCOSX wB97M-V def2-TZVPD def2/J DEFGRID3
* xyz 0 1
N -0.632 1.514 -0.213
N 0.457 -1.108 -0.666
N 2.222 -0.151 0.688
N -0.677 -1.458 -0.304
C 0.618 1.313 -0.346
C -1.538 0.651 0.369
C 1.153 0.027 0.006
C -1.591 -0.713 0.345
H -2.511 -1.252 0.652
H 1.296 1.971 -0.898
H -2.455 1.270 0.747
H 2.232 -1.228 0.724
*
```

Entry b
Here is C4H4N4 in the gas phase from the Open Molecules 2025 dataset. Energies are from wB97M-V/def2-TZVPD.

Properties
Structure (SMILES): c1[nH]nc2c1N=NC2
Orbital gap (eV): 9.7

Structure (ORCA input):
```
! RIJCOSX wB97M-V def2-TZVPD def2/J DEFGRID3
* xyz 0 1
N -0.852 1.682 0.703
N 0.567 -1.640 0.598
N -0.611 1.535 -0.573
N 0.704 -1.911 -0.561
C -0.059 0.380 -0.675
C 0.658 -0.698 -1.570
C -0.430 0.684 1.501
C -0.005 -0.271 0.614
H 1.939 -0.334 -1.490
H 0.394 -1.151 -2.672
H -1.497 2.456 1.112
H -0.468 0.793 2.664
*
```

Which structure is the least stable? The one labeled entry b.

Entry a
Here is 2 unconnected molecules or ions with the total composition C6H15O2 from the Open Molecules 2025 dataset. Energies are from wB97M-V/def2-TZVPD.

Properties
Orbital gap (eV): 7.4

Structure (ORCA input):
```
! RIJCOSX wB97M-V def2-TZVPD def2/J DEFGRID3
* xyz -1 1
O -0.464 1.758 0.819
O 0.467 0.014 -0.786
C -1.636 -0.203 1.612
C 2.052 -0.953 -2.297
C -0.863 1.080 1.960
C 0.996 -1.407 -3.299
C 1.470 -0.894 -0.858
C -1.679 2.010 2.831
H 1.342 -1.290 -4.333
H -1.115 2.940 2.954
H 2.257 0.102 -2.504
H 1.157 -1.934 -0.605
H -0.019 0.745 2.600
H -1.880 1.574 3.809
H -1.017 -0.797 0.937
H -0.103 1.094 0.139
H -2.545 0.034 1.053
H -1.883 -0.759 2.521
H 0.126 -0.760 -3.181
H 2.312 -0.627 -0.183
H 2.939 -1.591 -2.377
H -2.612 2.315 2.350
H 0.697 -2.450 -3.162
*
```

Entry b
Here is 2 unconnected molecules or ions with the total composition C6H15O2 from the Open Molecules 2025 dataset. Energies are from wB97M-V/def2-TZVPD.

Properties
Orbital gap (eV): 6.2

Structure (ORCA input):
```
! RIJCOSX wB97M-V def2-TZVPD def2/J DEFGRID3
* xyz -1 1
O -1.527 2.750 -0.870
O 2.162 0.977 -0.975
C -0.213 -0.692 0.736
C -0.767 -2.750 -0.650
C -1.613 -0.521 1.389
C 0.597 0.595 0.827
C -0.293 -1.284 -0.670
C 2.057 0.506 0.283
H 0.494 0.908 1.880
H -1.331 -2.922 -1.559
H -0.009 -3.527 -0.545
H -2.405 -0.672 0.649
H -1.715 0.476 1.811
H 2.445 -0.526 0.467
H -0.788 2.515 -0.272
H -1.721 -1.255 2.186
H -1.456 -2.837 0.191
H 0.258 -1.364 1.462
H -1.122 -0.707 -1.091
H 0.589 -1.024 -1.257
H -1.093 2.595 -1.718
H 2.626 1.154 1.010
H 0.229 1.474 0.289
*
```

Which structure is the least stable? The one labeled entry b.

Entry a
Here is a gas-phase ion, C4H10NOS (charge +1) from the Open Molecules 2025 dataset. Energies are from wB97M-V/def2-TZVPD.

Properties
Structure (SMILES): C[NH2+][C@H](C=O)SC
Orbital gap (eV): 10.0

Structure (ORCA input):
```
! RIJCOSX wB97M-V def2-TZVPD def2/J DEFGRID3
* xyz 1 1
S -1.557 -1.354 -0.299
O 1.929 -2.201 -0.112
N 0.889 0.220 -0.659
C -2.542 0.299 -0.039
C 0.975 -2.017 0.586
C 1.272 1.538 -0.095
C 0.028 -0.849 0.443
H 0.493 1.919 0.474
H 2.245 1.572 0.592
H -2.149 0.789 0.770
H 0.730 -2.584 1.383
H 0.402 0.329 -1.516
H 1.559 2.321 -0.941
H -3.540 -0.110 -0.074
H -0.139 -0.217 1.363
H -2.282 0.759 -0.953
H 1.685 -0.413 -0.925
*
```

Entry b
Here is a gas-phase ion, C4H10NOS (charge +1) from the Open Molecules 2025 dataset. Energies are from wB97M-V/def2-TZVPD.

Properties
Structure (SMILES): [NH3+][C@H](C=O)CCS
Orbital gap (eV): 9.6

Structure (ORCA input):
```
! RIJCOSX wB97M-V def2-TZVPD def2/J DEFGRID3
* xyz 1 1
S 0.339 -0.597 -2.625
O 1.021 0.156 2.883
N 1.449 0.433 0.323
C 0.036 0.485 0.770
C -0.936 0.064 -1.557
C 0.010 0.069 2.248
C -0.876 -0.372 -0.071
H -1.945 -0.037 -1.922
H -0.825 1.154 -1.621
H -0.944 -0.328 2.619
H -1.892 -0.457 0.299
H -0.272 1.521 0.673
H 1.709 -0.486 -0.049
H 2.038 0.632 1.148
H 1.654 1.078 -0.445
H -0.576 -1.420 -0.106
H 0.010 -1.896 -2.567
*
```

Entry c
Here is 2 unconnected molecules or ions with the total composition C4H10NOS from the Open Molecules 2025 dataset. Energies are from wB97M-V/def2-TZVPD.

Properties
Orbital gap (eV): 9.1

Structure (ORCA input):
```
! RIJCOSX wB97M-V def2-TZVPD def2/J DEFGRID3
* xyz 1 1
S -0.967 -2.001 -0.320
O 2.077 -1.222 0.032
N 2.422 0.095 -0.319
C -1.575 -0.555 0.314
C -0.742 0.229 1.258
C 3.639 0.376 -0.504
C -2.855 -0.089 -0.188
H 2.690 -1.867 -0.326
H 0.076 0.523 0.580
H -3.752 0.334 0.572
H 3.812 1.455 -0.551
H 4.423 -0.430 -0.537
H -0.510 -0.479 2.054
H 0.309 -1.701 0.130
H -2.474 0.832 -0.556
H -1.198 1.016 1.803
H -3.333 -0.808 -0.895
*
```

Which structure is the least stable? The one labeled entry c.

Entry a
Here is C3H9N3S in the gas phase from the Open Molecules 2025 dataset. Energies are from wB97M-V/def2-TZVPD.

Properties
Structure (SMILES): CN/N=C/N(C)S
Orbital gap (eV): 8.7

Structure (ORCA input):
```
! RIJCOSX wB97M-V def2-TZVPD def2/J DEFGRID3
* xyz 0 1
S -0.478 1.204 2.285
N 0.689 1.039 1.044
N -0.670 -0.335 -0.348
N -0.770 -1.198 -1.415
C 2.057 1.334 1.425
C -2.136 -1.393 -1.847
C 0.454 0.155 -0.024
H -0.165 -0.889 -2.175
H 1.391 0.041 -0.629
H -2.586 -0.467 -2.198
H 2.443 0.689 2.213
H 2.744 1.292 0.566
H -2.712 -1.795 -1.015
H -2.164 -2.124 -2.674
H 2.052 2.367 1.806
H -0.149 0.080 2.986
*
```

Entry b
Here is C3H9N3S in the gas phase from the Open Molecules 2025 dataset. Energies are from wB97M-V/def2-TZVPD.

Properties
Structure (SMILES): C/N=C(/NC)NS
Orbital gap (eV): 9.3

Structure (ORCA input):
```
! RIJCOSX wB97M-V def2-TZVPD def2/J DEFGRID3
* xyz 0 1
S 1.945 -1.361 0.006
N 0.329 1.655 0.056
N 0.655 -0.593 -0.822
N -1.517 0.397 -0.371
C 1.909 1.604 0.055
C -0.112 0.469 -0.244
C -2.058 -0.914 0.179
H -3.198 -0.769 0.219
H 1.162 -2.000 0.824
H 2.171 2.710 -0.135
H -0.090 -1.537 -1.050
H -1.823 -1.234 1.363
H 2.253 1.075 1.027
H -2.206 1.140 0.163
H 2.340 1.077 -0.845
H -1.760 -1.718 -0.428
*
```

Which structure is the least stable? The one labeled entry b.

Entry a
Here is 2 unconnected molecules or ions with the total composition CH3Cl3OP from the Open Molecules 2025 dataset. Energies are from wB97M-V/def2-TZVPD.

Properties
Orbital gap (spin up / spin down) (eV): 6.5 / 6.7

Structure (ORCA input):
```
! RIJCOSX wB97M-V def2-TZVPD def2/J DEFGRID3
* xyz 1 1
Cl 2.260 1.165 -0.080
Cl 2.212 -1.265 2.153
Cl 2.394 -1.793 -0.961
P 1.572 -0.587 0.364
O -0.872 0.103 0.626
C -1.681 0.483 -0.355
H -1.339 1.590 -0.678
H -1.845 -0.266 -1.112
H -2.702 0.570 0.042
*
```

Entry b
Here is 2 unconnected molecules or ions with the total composition CH3Cl3OP from the Open Molecules 2025 dataset. Energies are from wB97M-V/def2-TZVPD.

Properties
Orbital gap (spin up / spin down) (eV): 7.6 / 7.6

Structure (ORCA input):
```
! RIJCOSX wB97M-V def2-TZVPD def2/J DEFGRID3
* xyz 1 1
Cl 2.554 2.263 2.703
Cl 0.075 3.567 -0.245
Cl -1.419 3.161 2.677
P -0.101 2.501 1.410
O -0.621 1.066 1.050
C -0.143 0.113 0.095
H 0.462 0.580 -0.683
H 0.436 -0.650 0.614
H -1.026 -0.351 -0.347
*
```

Which structure is the least stable? The one labeled entry a.

Entry a
Here is 2 unconnected molecules or ions with the total composition C3H9N5 from the Open Molecules 2025 dataset. Energies are from wB97M-V/def2-TZVPD.

Properties
Orbital gap (spin up / spin down) (eV): 6.0 / 10.7

Structure (ORCA input):
```
! RIJCOSX wB97M-V def2-TZVPD def2/J DEFGRID3
* xyz 2 1
N 1.244 0.428 -2.654
N 1.339 0.401 -0.274
N -0.619 -0.003 -1.417
N 1.237 0.582 2.073
N -1.971 -0.745 0.830
C -2.804 -1.203 1.539
C 0.617 0.283 -1.479
C 0.753 0.223 0.931
H -1.205 -0.353 -0.755
H 0.772 0.126 -3.587
H 0.712 0.345 2.888
H 2.262 0.608 -0.365
H 2.091 1.093 -2.782
H -3.021 -1.480 2.584
H 2.289 0.822 2.164
H -1.110 0.007 -2.285
H -3.959 -1.143 1.297
*
```

Entry b
Here is a gas-phase ion, C3H9N5 (charge +2) from the Open Molecules 2025 dataset. Energies are from wB97M-V/def2-TZVPD.

Properties
Structure (SMILES): NC1=N[NH2+]CC(=[NH2+])N1
Orbital gap (eV): 8.8

Structure (ORCA input):
```
! RIJCOSX wB97M-V def2-TZVPD def2/J DEFGRID3
* xyz 2 1
N 0.359 -1.016 -0.124
N 2.371 -0.974 -1.465
N 0.144 1.716 -0.350
N -1.700 -1.071 1.001
N 1.295 1.012 -0.814
C -0.674 -0.383 0.525
C 1.395 -0.357 -0.762
C -0.699 1.073 0.749
H -1.903 -1.986 0.784
H -2.347 -0.569 1.455
H 0.195 -2.062 -0.313
H -0.511 1.881 -1.249
H -0.222 1.432 1.718
H 2.506 -2.017 -1.372
H 0.621 2.689 -0.071
H 3.078 -0.481 -1.903
H -1.823 1.378 0.728
*
```

Which structure is the least stable? The one labeled entry a.